No. 1
C4H10N2 | ωB97M-V with the def2-TZVPD basis set

Structure (XYZ):
```
16
Properties=species:S:1:pos:R:3:forces:R:3:mulliken_charge:R:1
C 1.28418 0.54485 -0.60974 0.5824 3.8762 0.7354 -1.473
C 0.58675 0.09311 0.74108 1.6253 1.2912 -4.1949 -0.122
C -0.88743 0.21019 0.90557 -1.8425 4.2917 3.7965 -0.351
N -1.71886 0.99106 -0.01584 2.8509 0.3963 0.8590 -0.701
C -0.26741 -1.03760 0.62962 -1.3038 -3.2788 3.0137 -0.145
N -0.22197 -1.62763 -0.58966 -1.7195 -1.9097 -3.4269 -0.720
H 0.68305 1.01432 -1.46548 0.0630 -0.1950 1.7092 0.396
H 1.98775 1.37690 -0.19284 -1.2047 -0.9942 -1.1389 0.253
H 1.96578 0.01634 -1.25634 0.3803 -1.5141 0.6524 0.454
H 1.23300 0.27196 1.49755 1.5151 0.3050 2.5679 0.504
H -1.06921 0.58178 2.01577 -0.0342 -1.5748 -2.1382 0.319
H -0.95830 1.74441 -0.07790 -2.2175 -0.5677 -1.1294 0.306
H -1.57659 0.35935 -0.78984 -0.4461 0.6539 -1.3883 0.381
H -0.36443 -1.72679 1.44149 0.3642 -0.5348 0.6080 0.342
H 0.43185 -1.08609 -1.09607 0.3317 -0.3094 -1.4180 0.297
H -1.10816 -1.72614 -1.13737 1.0554 0.0642 0.8927 0.261
```
Forces are in eV/Å.

The SMILES is C[C@H]1[C@@H](N)[C@H]1N. The strongest force on any atom comes out at 6.0 eV/A. As for the energy above the lowest of the compared OMol25 structures with the same formula, charge and spin: 82.8 kcal per mole. As for the total energy: -267.793421 Eh. The LUMO energy comes out at 0.89 eV. Its gap between HOMO and LUMO is 0.3590 Ha.

---

No. 2
C4H10N2 | ωB97M-V with the def2-TZVPD basis set

Structure (XYZ):
```
16
Properties=species:S:1:pos:R:3:forces:R:3:mulliken_charge:R:1
C -1.40293 2.16256 -0.57365 -0.2739 -4.4193 -0.1197 -0.986
C -1.73162 0.96841 -0.00452 -1.6662 2.8018 1.7470 0.120
N -1.63007 -0.28809 -0.45246 0.8440 1.2216 -4.6205 -0.409
H -1.84587 3.02549 -0.20819 -0.3264 1.5899 0.2660 0.351
H -1.14291 1.87452 -1.57009 0.7712 1.3990 -1.0289 0.253
H -2.37990 0.98330 0.89637 0.8551 0.1157 -0.0428 0.231
H -1.60226 -0.94920 0.23122 0.3646 -2.5059 1.4937 0.233
H -1.21631 -0.42618 -1.42361 -0.5880 -0.1537 2.2881 0.202
C 1.81842 0.13960 1.05026 -1.5392 -0.9399 0.7750 -0.870
C 1.69353 -0.63253 -0.01731 1.2721 0.1439 -1.2505 0.181
N 1.31724 -1.99417 0.05262 1.0254 0.0672 2.3484 -0.487
H 1.23203 -0.32291 1.85497 0.7602 0.6319 0.5884 0.211
H 2.17908 1.15338 1.11696 -0.0203 -0.1199 -0.2455 0.295
H 2.05074 -0.20932 -0.98461 -0.4503 -0.7821 0.3738 0.264
H 0.94168 -2.44584 -0.76111 0.3528 -0.3184 0.2512 0.191
H 1.70914 -2.53562 0.91829 -1.3813 1.2683 -2.8237 0.219
```
Forces are in eV/Å.

The SMILES is C=CN.C=CN. The strongest force on any atom comes out at 4.9 eV/A. As for the energy above the lowest of the compared OMol25 structures with the same formula, charge and spin: 68.3 kcal per mole. As for the total energy: -267.816470 Eh. The LUMO energy comes out at 0.95 eV. Its gap between HOMO and LUMO is 0.3266 Ha.

---

No. 3
C4H10N2 | ωB97M-V with the def2-TZVPD basis set

Structure (XYZ):
```
16
Properties=species:S:1:pos:R:3:forces:R:3:mulliken_charge:R:1
C 0.87785 -1.96606 -0.43821 -1.5347 -2.0347 -1.2727 -0.954
C 1.26146 -0.63199 0.06796 2.3275 -0.0580 0.6733 0.135
N 0.64771 0.41089 -0.24318 0.2581 -0.4847 -0.2589 -0.158
C 1.14155 1.64318 0.16764 3.5080 2.8878 -0.2242 -0.731
H 1.25147 -2.79832 0.19328 -0.2316 0.5947 -0.2418 0.294
H -0.25010 -2.01759 -0.49681 1.0417 0.1149 0.5123 0.268
H 1.10655 -2.28861 -1.51968 0.3960 1.0919 1.4618 0.230
H 2.21695 -0.53829 0.74675 -1.5419 -0.3180 -0.9748 0.202
H 1.59024 2.11180 -0.75491 -0.6161 -0.2171 0.4700 0.280
H 0.40711 2.43807 0.48615 0.5693 -1.2685 0.2204 0.232
H 2.19371 1.63220 0.79451 -2.7176 -0.1868 -0.5336 0.231
C -2.11656 0.81325 0.75444 -0.5055 1.0228 0.6612 -0.427
N -1.67726 0.07773 -0.14233 -0.8701 -1.9641 -0.6597 -0.388
H -2.38286 0.23800 1.68404 0.0394 1.5545 -0.4198 0.254
H -2.15729 1.92597 0.50105 -0.4597 -1.1603 1.4131 0.271
H -1.46664 0.56952 -0.97830 0.3374 0.4257 -0.8266 0.261
```
Forces are in eV/Å.

The SMILES is C/C=N/C.C=N. The strongest force on any atom comes out at 4.5 eV/A. As for the energy above the lowest of the compared OMol25 structures with the same formula, charge and spin: 74.2 kcal per mole. As for the total energy: -267.807065 Eh. The LUMO energy comes out at 1.09 eV. Its gap between HOMO and LUMO is 0.3785 Ha.

---

No. 4
C4H10N2 | ωB97M-V with the def2-TZVPD basis set

Structure (XYZ):
```
16
Properties=species:S:1:pos:R:3:forces:R:3:mulliken_charge:R:1
C 1.40186 -0.62202 -0.06551 -3.7260 0.2586 -2.0885 -0.750
C 0.30085 0.33424 0.27502 0.4783 2.5337 0.9912 1.396
C 0.35058 1.22523 1.62574 1.2622 0.4421 0.1981 -1.180
C -0.48468 1.10174 -0.77961 -3.9265 -4.3441 1.4583 -1.506
N 0.06543 -0.99551 0.58166 0.8006 -1.4527 -0.3528 -0.567
N -1.31661 -2.06013 -1.34831 1.5703 -1.5597 -0.5613 -0.458
H 1.47723 -0.94677 -1.13650 -0.1526 0.3794 1.1015 0.249
H 2.26528 -0.64997 0.46969 2.1669 -0.3610 1.7484 0.353
H 0.47323 2.34232 1.34936 0.1808 -1.8385 0.3884 0.298
H 1.17047 0.89586 2.40644 -1.4529 0.6349 -1.8000 0.302
H -0.61173 1.19080 2.17639 0.3739 -0.3302 -0.5570 0.294
H 0.01451 1.85872 -1.17892 2.1315 3.5793 -1.2616 0.413
H -1.47479 1.36598 -0.31107 1.0444 0.3853 -0.3557 0.285
H -0.83639 0.46657 -1.61622 0.6159 -0.0708 0.4395 0.426
H -2.11369 -2.58382 -1.01751 -0.9902 0.1472 0.5904 0.211
H -0.68155 -2.92324 -1.43064 -0.3768 1.5966 0.0611 0.233
```
Forces are in eV/Å.

The strongest force on any atom comes out at 6.0 eV/A. As for the energy above the lowest of the compared OMol25 structures with the same formula, charge and spin: 132.6 kcal per mole. As for the total energy: -267.714050 Eh. The LUMO energy (alpha / beta) comes out at -0.28 / -0.01 eV. Its gap between HOMO and LUMO (alpha / beta) is 0.3327 / 0.3491 Ha.

---

No. 5
C4H10N2 | ωB97M-V with the def2-TZVPD basis set

Structure (XYZ):
```
16
Properties=species:S:1:pos:R:3:forces:R:3:mulliken_charge:R:1
C -1.87011 -1.44009 -1.46275 1.5044 0.4006 -0.4196 -0.309
N -1.39231 -0.30204 -1.18285 0.3106 0.0799 0.2654 -0.395
C -1.02061 -0.08308 0.24023 -0.2991 -1.6003 -0.3594 -0.719
C 0.44518 -0.47697 0.54950 -0.5824 -0.2684 -1.6117 -0.432
C 1.30685 0.67743 0.02482 0.7713 0.2015 1.0549 -0.597
N 1.38890 1.71767 1.06382 -0.3056 -0.1361 0.1107 -0.506
H -1.96838 -1.66011 -2.52079 -0.5898 -0.1349 -0.0145 0.267
H -1.88792 -2.27561 -0.75509 -0.4563 0.0632 0.1734 0.270
H -1.69712 -0.78168 0.74772 0.0191 0.6714 0.8317 0.353
H -1.15894 0.97277 0.45889 -0.3067 -0.1240 0.3599 0.348
H 0.58870 -0.78680 1.58164 0.0665 0.8798 0.3251 0.371
H 0.68241 -1.42146 0.03963 -0.1511 0.2286 -0.4252 0.296
H 2.33376 0.36895 -0.18426 -0.0952 -0.2629 -0.1792 0.364
H 0.90231 1.08578 -0.90474 -0.1048 -0.2131 0.0969 0.308
H 2.30754 1.77135 1.46305 0.1122 0.2122 0.0650 0.186
H 1.03976 2.63390 0.84119 0.1069 0.0026 -0.2735 0.194
```
Forces are in eV/Å.

The SMILES is C=NCCCN. The strongest force on any atom comes out at 1.7 eV/A. As for the energy above the lowest of the compared OMol25 structures with the same formula, charge and spin: 37.2 kcal per mole. As for the total energy: -267.866077 Eh. The LUMO energy comes out at 1.20 eV. Its gap between HOMO and LUMO is 0.3754 Ha.

---

No. 6
C4H10N2 | ωB97M-V with the def2-TZVPD basis set

Structure (XYZ):
```
16
Properties=species:S:1:pos:R:3:forces:R:3:mulliken_charge:R:1
C -1.91987 1.27570 -0.72171 0.2265 -0.4061 1.0516 -1.268
C -0.77809 0.69200 0.15092 2.3823 0.6158 -1.3033 -0.101
C -0.28978 -0.67047 -0.38416 -0.4389 -1.3166 -0.8961 -0.719
N 0.28663 -1.58328 0.58258 0.3857 -0.1114 2.2587 -0.589
C 1.45227 -1.32095 1.06315 -0.6996 0.1620 -3.0065 0.099
N 2.28980 -0.36375 0.49894 0.2508 -0.1996 1.3683 -0.369
H -1.65333 1.34062 -1.76845 0.1669 0.1009 -0.1861 0.315
H -2.74426 0.58320 -0.62903 -0.3604 -0.3548 -0.2172 0.355
H -2.34452 2.22423 -0.37860 0.5222 0.0447 0.0028 0.354
H 0.19486 1.29905 0.09996 -1.7117 -0.1062 0.5465 0.209
H -1.05060 0.50066 1.18081 -0.2026 0.3513 0.2246 0.285
H 0.49557 -0.70260 -1.16918 -0.7391 1.0000 -0.4049 0.382
H -1.19014 -1.15258 -0.83326 0.6888 -0.0463 0.2911 0.326
H 1.99776 -2.01021 1.69607 -0.4662 -0.0151 0.6025 0.346
H 3.11337 -0.12987 1.02778 0.0626 0.0969 -0.5101 0.195
H 2.14033 0.01824 -0.41584 -0.0672 0.1844 0.1780 0.178
```
Forces are in eV/Å.

The SMILES is CCC/N=C\N. The strongest force on any atom comes out at 3.1 eV/A. As for the energy above the lowest of the compared OMol25 structures with the same formula, charge and spin: 26.7 kcal per mole. As for the total energy: -267.882706 Eh. The LUMO energy comes out at 1.03 eV. Its gap between HOMO and LUMO is 0.3647 Ha.

---

No. 7
C4H10N2 | ωB97M-V with the def2-TZVPD basis set

Structure (XYZ):
```
16
Properties=species:S:1:pos:R:3:forces:R:3:mulliken_charge:R:1
C 0.01504 -0.41776 2.13206 -0.7068 0.0569 0.1063 -0.850
C 0.32478 0.20257 1.00309 0.7333 0.0537 -0.1699 -0.088
N 1.01618 -0.36923 -0.09522 0.2233 0.1632 0.9101 -0.280
C 2.16154 0.47253 -0.47520 -0.0334 -0.6394 -0.4938 -0.944
H 0.11396 -1.48692 2.27679 0.3073 0.0234 -0.0579 0.229
H -0.50823 0.12093 2.91038 -0.0282 -0.0090 -0.0445 0.247
H 0.14213 1.26543 0.87115 -0.1095 -0.0141 0.1043 0.403
H 1.35944 -1.26425 0.23624 -0.0386 -0.1459 -0.3677 0.241
H 2.75295 -0.06105 -1.22149 -0.0913 0.0198 -0.0513 0.321
H 1.77955 1.37065 -0.95775 0.1674 0.2001 0.2244 0.317
H 2.83398 0.68366 0.36186 -0.1544 0.3111 0.0294 0.338
C -2.01689 0.00841 -1.44552 -0.1344 -0.2793 0.1053 -0.038
N -2.92731 -0.77312 -1.02785 -0.1891 1.4143 1.3589 -0.501
H -1.12993 0.15172 -0.82510 0.2098 -0.6750 -0.7619 0.120
H -2.07296 0.54538 -2.39933 -0.2545 0.5572 0.3103 0.241
H -3.84424 -0.44894 -1.34411 0.0991 -1.0370 -1.2021 0.243
```
Forces are in eV/Å.

The SMILES is C=CNC.C=N. The strongest force on any atom comes out at 2.0 eV/A. As for the energy above the lowest of the compared OMol25 structures with the same formula, charge and spin: 60.8 kcal per mole. As for the total energy: -267.828444 Eh. The LUMO energy comes out at 1.08 eV. Its gap between HOMO and LUMO is 0.3562 Ha.

---

No. 8
C4H10N2O | ωB97M-V with the def2-TZVPD basis set

Structure (XYZ):
```
17
Properties=species:S:1:pos:R:3:forces:R:3:mulliken_charge:R:1
C 0.33884 -0.31787 -0.40910 -0.8470 0.1303 -0.0609 0.772
C 1.63317 0.29414 0.02068 -0.1681 0.1093 0.1754 -1.414
C 0.15156 -1.77984 -0.15567 -0.0851 0.0468 0.1406 -1.235
N -0.27942 0.24920 -1.45917 0.1864 0.1117 -0.0847 -0.025
C -1.14104 1.36747 1.36739 0.2186 -0.0493 0.0583 -0.244
O -1.61794 -0.02323 -1.54528 0.0032 -0.0043 0.8712 -0.482
N -1.35045 0.19485 0.98381 0.6368 -0.1257 0.0628 -0.709
H -1.83250 0.02870 -0.49373 0.2745 -0.0893 -1.0427 0.487
H -0.07995 1.23350 -1.62748 -0.0458 -0.1429 0.0957 0.296
H 1.69819 1.35300 -0.23234 -0.0372 -0.0279 -0.0036 0.357
H 2.47767 -0.22855 -0.43557 -0.0977 -0.0297 0.0038 0.387
H 1.72009 0.19445 1.10388 0.0259 -0.0083 -0.0470 0.341
H 0.97710 -2.33094 -0.61837 -0.0155 0.0505 0.0268 0.419
H 0.16008 -1.96419 0.91850 0.0480 0.0033 -0.0439 0.326
H -0.79229 -2.14127 -0.55290 0.0224 0.0787 -0.0318 0.310
H -1.50383 1.74015 2.33730 -0.1383 0.0275 -0.0743 0.291
H -0.55927 2.13042 0.79804 0.0189 -0.0807 -0.0457 0.123
```
Forces are in eV/Å.

The strongest force on any atom comes out at 1.1 eV/A. As for the energy above the lowest of the compared OMol25 structures with the same formula, charge and spin: 121.2 kcal per mole. As for the total energy: -343.008339 Eh. The LUMO energy comes out at 0.68 eV. Its gap between HOMO and LUMO is 0.3067 Ha.